DFT (wB97M-V/def2-TZVPD) results for a single C16H21N3O2 molecule.

Structure (XYZ):
```
42
Properties=species:S:1:pos:R:3:nbo_charge:R:1
C -6.4462 -0.3506 0.3244 -0.6083
H -6.1787 -0.7410 1.3032 0.2081
H -7.3683 0.2175 0.4219 0.2152
C -5.3358 0.5438 -0.2110 -0.3911
H -5.6070 0.9119 -1.2046 0.1906
H -5.2265 1.4088 0.4476 0.2079
C -3.9819 -0.1703 -0.2914 -0.0641
N -2.9523 0.8050 -0.6122 -0.5960
C -1.8978 1.0543 0.1823 0.6936
O -1.7259 0.4936 1.2492 -0.6651
C -0.9470 2.1115 -0.3687 -0.4952
H -1.5111 3.0396 -0.4877 0.2336
H -0.5978 1.8016 -1.3561 0.2317
C 0.2507 2.3637 0.5560 -0.4484
C 1.3001 1.2996 0.4222 0.4691
N 2.4006 1.5822 -0.1762 -0.5231
C 3.3473 0.5940 -0.2899 0.2491
C 4.5596 0.8884 -0.9236 -0.2419
C 5.5253 -0.0834 -1.0502 -0.1800
C 5.3115 -1.3687 -0.5538 -0.2338
C 4.1245 -1.6772 0.0709 -0.1424
C 3.1341 -0.7042 0.2101 -0.2247
C 1.8659 -1.0148 0.8693 0.6551
O 1.5385 -2.0931 1.3189 -0.6008
N 1.0125 0.0770 0.9434 -0.6167
H 0.0966 -0.0595 1.3766 0.4575
H 3.9300 -2.6631 0.4657 0.2341
H 6.0798 -2.1198 -0.6606 0.2148
H 6.4604 0.1499 -1.5387 0.2137
H 4.7104 1.8874 -1.3013 0.2233
H -0.1030 2.3944 1.5888 0.2365
H 0.7145 3.3160 0.3021 0.2444
H -3.0477 1.3020 -1.4841 0.3933
C -3.9614 -1.3252 -1.3104 -0.4074
C -3.9679 -2.6950 -0.6417 -0.6022
H -4.8541 -2.8245 -0.0264 0.2026
H -3.9528 -3.4813 -1.3930 0.2113
H -3.0906 -2.8087 -0.0096 0.2143
H -4.8146 -1.2384 -1.9863 0.1963
H -3.0553 -1.2414 -1.9154 0.2100
H -3.7153 -0.5527 0.6990 0.2321
H -6.6320 -1.1864 -0.3445 0.2030
```

SMILES: CCC(CC)NC(=O)CCc1nc2ccccc2c(=O)[nH]1
E_HOMO (eV): -8.4
2S+1: 1
Gap between HOMO and LUMO (eV): 8.968
Maximum force (eV/Å): 0.81
Net charge: 0
Calculated total energy (eV): -25500.3735

DFT (wB97M-V/def2-TZVPD) results for a single C16H21N3O2 molecule.

Structure (XYZ):
```
42
Properties=species:S:1:pos:R:3:nbo_charge:R:1
C 0.3362 -0.0017 -5.3598 -0.6462
C -0.4481 -0.2034 -4.1204 0.3348
N -1.3234 0.6672 -3.6630 -0.3565
N -1.8019 0.0975 -2.5359 -0.1921
C -1.1858 -1.0887 -2.3515 0.3898
N -0.3389 -1.2994 -3.3368 -0.4998
C -1.4345 -1.9936 -1.2082 -0.6684
H -0.7862 -2.8591 -1.3045 0.2496
H -2.4730 -2.3229 -1.1981 0.2268
H -1.2183 -1.4856 -0.2694 0.2402
C -2.7434 0.8017 -1.7129 -0.2460
H -2.9595 0.2013 -0.8304 0.2328
H -3.6616 0.9777 -2.2826 0.2218
C -2.1600 2.1661 -1.2919 0.0852
O -2.0338 3.0272 -2.3833 -0.7273
H -1.6600 2.5108 -3.1235 0.4982
C -0.8039 1.9681 -0.5873 -0.0946
O -0.9916 1.0558 0.4692 -0.5364
C 0.0953 0.6764 1.2124 0.3774
C -0.1715 -0.2546 2.2214 -0.2779
C 0.8613 -0.6956 3.0147 0.0139
C 2.1612 -0.2308 2.8193 -0.0487
C 2.4251 0.6835 1.8242 -0.1681
C 1.3888 1.1411 1.0187 -0.3285
H 1.6063 1.8636 0.2484 0.2215
H 3.4271 1.0534 1.6641 0.2114
C 3.1007 -0.8717 3.7980 -0.4227
H 3.8215 -0.1673 4.2131 0.2154
H 3.6595 -1.6711 3.3030 0.2080
C 2.1555 -1.4443 4.8666 -0.3843
H 2.5483 -2.3506 5.3248 0.2098
H 2.0080 -0.7023 5.6528 0.2022
C 0.8227 -1.6864 4.1402 -0.4293
H -0.0400 -1.5499 4.7919 0.2169
H 0.7794 -2.7006 3.7331 0.2109
H -1.1851 -0.5980 2.3628 0.2160
H -0.0693 1.5849 -1.3103 0.1778
H -0.4511 2.9388 -0.2173 0.1903
H -2.8558 2.6406 -0.5913 0.1862
H 0.1080 -0.7926 -6.0716 0.2310
H 1.3999 -0.0489 -5.1350 0.2304
H 0.0919 0.9635 -5.7937 0.2284
```

SMILES: Cc1nc(C)n(C[C@H](O)COc2ccc3c(c2)CCC3)n1
E_HOMO (eV): -8.4
2S+1: 1
Gap between HOMO and LUMO (eV): 9.184
Maximum force (eV/Å): 0.89
Net charge: 0
Calculated total energy (eV): -25498.7140

DFT (wB97M-V/def2-TZVPD) results for a single C16H21N3OS molecule.

Structure (XYZ):
```
42
Properties=species:S:1:pos:R:3:nbo_charge:R:1
C -3.3610 -3.8565 -2.0108 -0.6210
C -2.7019 -2.4934 -2.0402 -0.4878
H -1.6990 -2.5293 -2.4627 0.2316
H -3.2931 -1.7639 -2.5916 0.2303
S -2.5270 -1.8420 -0.3415 0.2318
C -1.7167 -0.3536 -0.7309 0.2436
N -1.3868 0.0037 -1.9392 -0.5063
C -0.7584 1.2165 -1.7930 0.0856
C -0.1886 2.0499 -2.7471 -0.2015
C 0.3956 3.2187 -2.3042 -0.2291
C 0.4150 3.5636 -0.9520 -0.2164
C -0.1476 2.7509 0.0135 -0.2725
C -0.7291 1.5728 -0.4242 0.1563
N -1.3519 0.5373 0.2406 -0.3979
C -1.5552 0.4276 1.6588 -0.3057
H -2.2868 1.1735 1.9919 0.2374
H -1.9439 -0.5685 1.8876 0.2362
C -0.2633 0.7150 2.4397 0.6765
O -0.2259 1.6427 3.2270 -0.6308
N 0.7953 -0.0800 2.2053 -0.4340
C 0.8608 -1.2343 1.3390 -0.2170
H 1.2918 -2.0598 1.9205 0.1918
C 1.7662 -0.9474 0.1388 -0.4120
C 3.1523 -0.5354 0.6282 -0.3971
C 3.0325 0.6464 1.5874 -0.4078
C 2.0915 0.2937 2.7388 -0.2246
H 2.4951 -0.5466 3.3142 0.1868
H 1.9459 1.1456 3.4041 0.2481
H 2.6311 1.5102 1.0529 0.2102
H 4.0110 0.9149 1.9868 0.2122
H 3.6212 -1.3771 1.1443 0.1916
H 3.7829 -0.2672 -0.2207 0.2138
H 1.3386 -0.1414 -0.4605 0.2119
H 1.8292 -1.8384 -0.4874 0.2133
H -0.1316 -1.5407 1.0152 0.2172
H -0.1340 3.0220 1.0573 0.2398
H 0.8807 4.4908 -0.6530 0.2146
H 0.8493 3.8883 -3.0198 0.2124
H -0.2086 1.7810 -3.7908 0.2212
H -2.7635 -4.5602 -1.4351 0.2113
H -3.4623 -4.2334 -3.0259 0.2236
H -4.3497 -3.7957 -1.5612 0.2124
```

SMILES: CCSc1nc2ccccc2n1CC(=O)N1CCCCC1
E_HOMO (eV): -8.1
2S+1: 1
Gap between HOMO and LUMO (eV): 8.722
Maximum force (eV/Å): 0.77
Net charge: 0
Calculated total energy (eV): -34287.3192

DFT (wB97M-V/def2-TZVPD) results for a molecular structure, C16H21N5O3Ru at a distorted geometry.

Structure (XYZ):
```
46
Properties=species:S:1:pos:R:3:nbo_charge:R:1
N 0.7694 2.3191 -0.7838 -0.4892
C 0.3044 3.3719 -0.5703 0.5412
C 0.1326 4.7492 -0.2670 -0.7739
H -0.9435 4.9939 -0.2735 0.2963
H 0.6578 5.3663 -1.0292 0.3399
H 0.5596 4.9532 0.7417 0.3090
N 1.9668 -1.3375 -1.0930 -0.5600
C 2.9250 -1.9542 -1.3500 0.6110
C 4.1265 -2.6920 -1.1989 -0.7689
H 4.9005 -2.2787 -1.8913 0.3280
H 3.9121 -3.7591 -1.4461 0.3291
H 4.4123 -2.5624 -0.1219 0.3215
N -1.9324 -1.6355 -0.6856 -0.5518
C -3.0852 -1.6913 -0.4566 0.4592
C -4.4147 -2.1164 -0.2815 -0.7797
H -4.4370 -2.9209 0.4860 0.3184
H -4.8142 -2.5079 -1.2342 0.3329
H -5.0229 -1.2626 0.0596 0.2923
Ru 0.3049 -0.1397 -0.8003 0.6638
C 0.0175 -1.3805 0.7305 0.6886
O 0.1284 -2.1524 1.5936 -0.3079
C 1.3331 0.5292 0.7703 0.7132
O 1.9890 0.7713 1.7171 -0.3077
C 0.5277 1.3081 -2.7885 -0.1169
C -0.8559 1.3684 -2.5303 -0.0596
C -1.6044 0.2068 -2.5094 -0.1430
C -0.9735 -1.0325 -2.7298 -0.1240
C 0.4017 -1.1061 -2.9235 -0.1483
C 1.1702 0.0841 -2.9420 -0.1971
H 1.1425 2.2122 -2.8013 0.3014
H -1.3287 2.3368 -2.3057 0.2681
H -2.6792 0.2448 -2.2740 0.2823
H -1.5359 -1.9716 -2.6928 0.3017
H 0.8700 -2.0897 -3.0295 0.2952
H 2.2595 0.0630 -3.0520 0.2969
C -1.8319 3.1765 3.1114 -0.4804
N -2.2300 1.8241 3.1873 -0.1785
C -2.0389 0.9664 2.1438 0.7290
N -2.3258 -0.3508 2.5145 -0.6939
O -1.5184 1.2122 1.0189 -0.6123
H -2.1037 3.6158 2.1662 0.2889
H -0.7624 3.2830 3.2230 0.3203
H -2.3183 3.7220 3.9155 0.3053
H -2.6502 1.4407 4.1055 0.4877
H -2.5058 -1.0352 1.7399 0.4385
H -2.9239 -0.5064 3.3188 0.4334
```

E_HOMO (spin up / spin down) (eV): -21.4 / -22.6
2S+1: 5
Gap between HOMO and LUMO (spin up / spin down) (eV): 7.376 / 5.308
Maximum force (eV/Å): 7.53
Net charge: +4
Calculated total energy (eV): -33056.2736

DFT (wB97M-V/def2-TZVPD) results for a molecular structure, C16H21N6PPrS2.

Structure (XYZ):
```
47
Properties=species:S:1:pos:R:3:lowdin_charge:R:1
Pr -0.7454 -0.7362 -1.7145 0.7087
C 0.9933 4.7172 0.2682 -0.0265
N 0.2722 3.7412 -0.5032 -0.1251
C -0.7035 3.9974 -1.4091 -0.0273
C -1.1094 2.7871 -1.8988 -0.0929
N -0.3927 1.7940 -1.3057 -0.0481
C 0.4359 2.3970 -0.4564 -0.4284
P 1.6228 1.6284 0.7124 1.2025
C 0.4425 0.4492 1.4636 -0.4344
N -0.3659 -0.3565 0.7853 -0.0436
C -1.0651 -1.0567 1.7170 -0.1063
C -0.6699 -0.6654 2.9676 -0.0171
N 0.2828 0.2859 2.7994 -0.1256
C 0.9878 0.9874 3.8371 -0.0232
C 2.3914 0.4416 -0.4573 -0.4286
N 1.7872 -0.3875 -1.3053 -0.0472
C 2.7810 -1.1039 -1.8986 -0.0933
C 3.9912 -0.6977 -1.4105 -0.0277
N 3.7354 0.2784 -0.5044 -0.1253
C 4.7121 1.0000 0.2655 -0.0267
H 0.6816 5.7145 -0.0353 0.1020
H 0.7896 4.5913 1.3333 0.0946
H 2.0676 4.6154 0.1020 0.0918
H -1.0323 4.9902 -1.6382 0.1307
H -1.8707 2.5790 -2.6290 0.1203
H -1.8004 -1.7897 1.4333 0.0991
H -0.9943 -0.9922 3.9338 0.1300
H 0.6358 0.6342 4.8038 0.1014
H 2.0613 0.8039 3.7569 0.0926
H 0.8068 2.0616 3.7596 0.0927
H 2.5722 -1.8662 -2.6285 0.1206
H 4.9848 -1.0267 -1.6406 0.1311
H 5.7095 0.6879 -0.0381 0.1021
H 4.6104 2.0745 0.0986 0.0919
H 4.5865 0.7973 1.3311 0.0946
C -5.0077 -2.9416 -1.1855 -0.1408
C -3.5437 -2.5878 -1.1197 -0.7311
S -3.3015 -0.8191 -1.0304 0.5313
C -2.5907 -3.5348 -1.1192 -0.7419
C -2.9058 -5.0024 -1.1870 -0.1346
S -0.8201 -3.2923 -1.0347 0.5280
H -5.5920 -2.0258 -1.1991 0.0469
H -5.3084 -3.5290 -0.3193 0.0843
H -5.2342 -3.5106 -2.0863 0.0831
H -3.9711 -5.2019 -1.2019 0.0636
H -2.4642 -5.5055 -0.3276 0.0750
H -2.4528 -5.4274 -2.0823 0.0771
```

E_HOMO (spin up / spin down) (eV): -9.1 / -9.2
2S+1: 3
Gap between HOMO and LUMO (spin up / spin down) (eV): 6.312 / 6.375
Maximum force (eV/Å): 0.89
Net charge: +1
Calculated total energy (eV): -70898.2085

DFT (wB97M-V/def2-TZVPD) results for a single C16H21NO molecule.

Structure (XYZ):
```
39
Properties=species:S:1:pos:R:3:nbo_charge:R:1
C 2.3197 2.2098 -2.9566 -0.3987
C 1.4701 1.4887 -2.2516 -0.1750
H 0.4550 1.8146 -2.0737 0.2085
C 1.7990 0.1352 -1.6413 0.1005
C 1.3954 0.1687 -0.2335 -0.0433
C 1.1288 0.2060 0.9351 0.0286
C 0.7102 0.2536 2.3257 -0.2956
N -0.7333 0.0989 2.4191 -0.4338
C -1.4396 1.2495 1.8841 -0.2214
C -2.8934 0.9309 1.5532 -0.6150
H -2.9455 0.0060 0.9849 0.2142
H -3.4954 0.8237 2.4518 0.2000
H -3.3170 1.7351 0.9564 0.2129
H -0.9251 1.5250 0.9588 0.2074
H -1.3944 2.1223 2.5593 0.1617
C -1.1793 -0.3645 3.7170 -0.2090
C -0.9295 0.5760 4.9035 -0.6387
H -1.4458 1.5231 4.7655 0.2034
H 0.1329 0.7731 5.0287 0.2020
H -1.3016 0.1156 5.8152 0.2159
H -2.2488 -0.5702 3.6418 0.1978
H -0.6768 -1.3185 3.9072 0.1928
H 1.0699 1.2016 2.7695 0.1912
H 1.1821 -0.5777 2.8588 0.2273
C 0.9758 -0.8945 -2.4042 0.0697
C 1.5338 -1.5556 -3.4879 -0.2172
C 0.7781 -2.4606 -4.2116 -0.2071
C -0.5398 -2.7026 -3.8643 -0.2192
C -1.0992 -2.0390 -2.7855 -0.1942
C -0.3462 -1.1365 -2.0560 -0.2446
H -0.7799 -0.6279 -1.2071 0.2231
H -2.1266 -2.2260 -2.5087 0.2104
H -1.1296 -3.4079 -4.4314 0.2115
H 1.2201 -2.9770 -5.0514 0.2118
H 2.5624 -1.3638 -3.7489 0.2295
O 3.1704 -0.1968 -1.7592 -0.6925
H 3.6756 0.4307 -1.2313 0.4795
H 2.0415 3.1580 -3.3837 0.2041
H 3.3256 1.8727 -3.1476 0.2019
```

SMILES: C=C[C@@](O)(C#CCN(CC)CC)c1ccccc1
E_HOMO (eV): -8.6
2S+1: 1
Gap between HOMO and LUMO (eV): 9.422
Maximum force (eV/Å): 0.52
Net charge: 0
Calculated total energy (eV): -20467.5634